ORCA calculation (ωB97M-V/def2-TZVPD) on a molecular structure, C31H32N7O6S2W.

Cartesian coordinates (Å):
1 W -0.355784 -0.442903 0.404053
2 N 2.591099 2.482060 2.765153
3 C 1.705421 1.596740 2.154672
4 S 2.179670 1.223186 0.494751
5 N 0.664723 1.261087 2.809062
6 N -0.322406 0.547347 2.140645
7 C -1.444802 0.431428 2.915356
8 C -2.550766 -0.108010 2.308660
9 C -3.845046 -0.222911 2.907067
10 C -4.893409 -0.670758 2.179820
11 C -4.697007 -1.027401 0.810618
12 C -3.453958 -0.914904 0.280742
13 N -2.370701 -0.480903 0.984471
14 H 3.562113 2.301280 2.563437
15 H 2.384852 2.616745 3.744873
16 H -1.437701 0.838401 3.915033
17 H -3.958715 0.067622 3.944027
18 H -5.877250 -0.751300 2.625177
19 H -5.516376 -1.376514 0.198592
20 H -3.255373 -1.167249 -0.754321
21 O -0.723745 -1.692890 -1.096032
22 C -0.963677 -2.932426 -1.216627
23 C -0.926232 -3.832032 -0.108152
24 C -1.231063 -5.185114 -0.307342
25 C -1.230516 -6.059313 0.750212
26 C -0.938000 -5.632840 2.055255
27 C -0.648430 -4.313976 2.270052
28 C -0.630357 -3.374220 1.209771
29 O -0.323743 -2.140556 1.487658
30 N -1.541683 -7.460906 0.513311
31 O -1.523801 -8.222864 1.466788
32 O -1.785933 -7.818155 -0.627898
33 H -1.285160 -3.297344 -2.191959
34 H -1.465582 -5.547493 -1.299034
35 H -0.949812 -6.348991 2.862880
36 H -0.423080 -3.942049 3.261053
37 C 1.487932 7.258292 -1.835504
38 C 0.657559 6.026749 -1.591883
39 C -0.385183 5.690447 -2.446719
40 C -1.164372 4.564413 -2.214424
41 C -0.894602 3.766340 -1.117335
42 C 0.130923 4.094736 -0.239620
43 C 0.902597 5.215886 -0.484221
44 S -1.857797 2.315134 -0.770578
45 O -2.143680 2.341401 0.632220
46 O -2.972474 2.314112 -1.688602
47 N -0.801425 1.098099 -1.073332
48 C -0.264361 1.040391 -2.374793
49 C -0.907632 1.523788 -3.527393
50 C -0.262451 1.427323 -4.743683
51 C 0.995091 0.846637 -4.821596
52 C 1.537847 0.377332 -3.638904
53 N 0.939380 0.473636 -2.459341
54 H 1.488218 7.532039 -2.890700
55 H 2.520583 7.104247 -1.521465
56 H 1.096441 8.108797 -1.272218
57 H -0.590510 6.314046 -3.309627
58 H -1.981970 4.305094 -2.872954
59 H 0.309144 3.474014 0.628624
60 H 1.710080 5.463205 0.195566
61 H -1.905367 1.925387 -3.465033
62 H -0.755581 1.796614 -5.635302
63 H 1.528498 0.750928 -5.757256
64 H 2.514057 -0.100514 -3.631030
65 C 4.333250 -1.056377 0.740442
66 C 2.883080 -1.486189 0.997516
67 C 2.659114 -1.553569 2.509405
68 C 2.714741 -2.882258 0.387256
69 C 1.877201 -0.567231 0.273606
70 H 5.026062 -1.796343 1.151885
71 H 4.554779 -0.092068 1.201300
72 H 4.525817 -0.965416 -0.332248
73 H 3.335275 -2.289234 2.956551
74 H 1.632354 -1.829625 2.745399
75 H 2.864191 -0.589566 2.980684
76 H 3.404127 -3.589421 0.857663
77 H 2.932384 -2.858378 -0.684128
78 H 1.704049 -3.261190 0.514627
79 H 2.104865 -0.633582 -0.794678

Cartesian forces (eV/Å) of the 2 atoms listed first:
W 0.178 0.550 0.327
N 0.001 -0.013 0.000

Results
- Energy relative to the best compared isomer or geometry (same formula, charge and spin): 9.77 kcal per mole
- Charge: -1

Löwdin atomic charge list, values in e, 8 entries: atom 1 (W): 1.612, atom 2 (N): 0.046, atom 3 (C): -0.739, atom 4 (S): 0.937, atom 5 (N): 0.030, atom 6 (N): -0.226, atom 7 (C): -0.130, atom 8 (C): -0.298

=====

ORCA calculation (ωB97M-V/def2-TZVPD) on a molecular structure, C31H33ClCrN2O2Si2 in a non-equilibrium geometry.

Cartesian coordinates (Å):
1 C -0.559593 1.252855 -1.476386
2 C -0.102471 0.621088 -2.685004
3 C -0.840936 -0.598764 -2.852243
4 H 0.609543 1.032593 -3.402217
5 C -1.763771 -0.709559 -1.751676
6 C -1.607851 0.442566 -0.921052
7 H -2.255220 0.697638 -0.082738
8 H -0.261411 2.240371 -1.112782
9 H -0.771674 -1.281837 -3.699806
10 H -2.502999 -1.494470 -1.599029
11 Cr 0.299173 -0.725345 -0.955298
12 Si 0.924694 -5.994963 -3.422056
13 C 2.592224 -6.849026 -3.173543
14 C 2.837224 -7.871654 -2.230062
15 H 2.024514 -8.275589 -1.609347
16 C 4.148636 -8.343888 -2.047260
17 H 4.346713 -9.106448 -1.289609
18 C 5.197536 -7.830393 -2.821827
19 H 6.227014 -8.163211 -2.646756
20 C 4.927003 -6.894904 -3.822725
21 H 5.729966 -6.514817 -4.452750
22 C 3.630038 -6.424290 -4.021567
23 H 3.408798 -5.689089 -4.799618
24 C -0.209764 -7.468133 -3.337701
25 C -0.216502 -8.296466 -4.481866
26 H 0.397271 -8.031777 -5.344824
27 C -1.032139 -9.427579 -4.527170
28 H -1.027216 -10.069851 -5.414307
29 C -1.880673 -9.712168 -3.449971
30 H -2.540310 -10.578526 -3.501783
31 C -1.894802 -8.888497 -2.314883
32 H -2.611136 -9.072449 -1.507689
33 C -1.007953 -7.807211 -2.228564
34 H -0.961997 -7.195587 -1.321771
35 H 0.899983 -5.456922 -4.790967
36 Si 0.816160 -4.634858 -0.094074
37 C -0.689127 -4.514928 -1.309379
38 C -0.749760 -3.922228 -2.596747
39 H 0.162187 -3.577721 -3.118672
40 C -1.996801 -3.629930 -3.185308
41 H -2.037233 -3.323346 -4.238101
42 C -3.175030 -3.746933 -2.449147
43 H -4.122884 -3.367672 -2.854480
44 C -3.127335 -4.362465 -1.191334
45 H -4.043791 -4.608837 -0.642238
46 C -1.897848 -4.686260 -0.614307
47 H -1.885838 -5.048807 0.420771
48 C 2.301765 -3.965099 -1.074473
49 C 2.205193 -2.701217 -1.687457
50 H 1.188708 -2.308070 -1.975462
51 C 3.333923 -2.015527 -2.134606
52 H 3.222644 -1.011687 -2.570765
53 C 4.586154 -2.646530 -2.072349
54 H 5.453469 -2.114132 -2.460973
55 C 4.693798 -3.934691 -1.542989
56 H 5.667030 -4.443556 -1.490385
57 C 3.554630 -4.602529 -1.094963
58 H 3.652322 -5.642373 -0.769134
59 H 0.847692 -5.360021 1.178295
60 Cl 0.293248 -2.688097 0.784034
61 C 0.354401 1.320476 4.085369
62 O 1.441671 1.374404 3.125187
63 C 1.142012 0.761169 1.949900
64 O 0.027689 0.331102 1.636289
65 N 2.267081 0.736980 1.175928
66 N 2.276230 -0.111295 -0.008044
67 H -0.595277 1.687328 3.676896
68 H 0.685500 1.956829 4.902344
69 H 0.199771 0.297552 4.452777
70 H 3.137536 0.880483 1.684366
71 H 2.789756 -0.987910 0.192625
72 H 2.846707 0.359388 -0.722659

Cartesian forces (eV/Å) of the 2 atoms listed first:
C -0.177 -0.121 0.233
C -0.574 -0.448 -0.143

Results
- Energy relative to the best compared isomer or geometry (same formula, charge and spin): 63.12 kcal per mole
- Expectation value of S²: 6.090
- Spin multiplicity: 5

Löwdin atomic charge list, values in e, 8 entries: atom 1 (C): -0.201, atom 2 (C): -0.197, atom 3 (C): -0.208, atom 4 (H): 0.094, atom 5 (C): -0.190, atom 6 (C): -0.187, atom 7 (H): 0.104, atom 8 (H): 0.100

=====

ORCA calculation (ωB97M-V/def2-TZVPD) on a molecular structure, C31H33ClN2NiO2Si2 in a non-equilibrium geometry.

Cartesian coordinates (Å):
1 C 1.221865 1.775703 -0.790343
2 C 1.061112 0.839249 -1.834125
3 C -0.338993 0.710239 -2.126962
4 H 1.861502 0.347684 -2.378290
5 C -1.045047 1.668339 -1.295044
6 C -0.067455 2.265611 -0.411867
7 H -0.263640 3.070020 0.292026
8 H 2.171847 2.146251 -0.418251
9 H -0.770750 0.150020 -2.950667
10 H -2.094115 1.934298 -1.391067
11 Ni -0.617345 0.048154 -0.123261
12 Si -6.530074 -6.410735 1.124083
13 C -5.768072 -7.680903 0.016847
14 C -6.079797 -9.043843 0.171247
15 H -6.786578 -9.353063 0.945975
16 C -5.489222 -9.994249 -0.669551
17 H -5.737916 -11.051489 -0.551868
18 C -4.578256 -9.593222 -1.655139
19 H -4.111113 -10.336998 -2.302164
20 C -4.264726 -8.236705 -1.810710
21 H -3.567261 -7.915366 -2.587217
22 C -4.850331 -7.281960 -0.970707
23 H -4.592541 -6.224194 -1.081593
24 C -7.777490 -5.414026 0.192156
25 C -8.095232 -5.700877 -1.147410
26 H -7.620236 -6.545069 -1.656170
27 C -9.021814 -4.907480 -1.837129
28 H -9.245844 -5.128819 -2.882575
29 C -9.655514 -3.841324 -1.189004
30 H -10.377929 -3.226848 -1.727340
31 C -9.359966 -3.564745 0.152839
32 H -9.856817 -2.736480 0.662210
33 C -8.430213 -4.347566 0.843344
34 H -8.204790 -4.139246 1.893115
35 H -5.452513 -5.544844 1.647790
36 Si -1.757207 -1.798656 -0.510628
37 C -3.376114 -1.090751 -1.196485
38 C -3.848081 -1.455205 -2.462273
39 H -3.345984 -2.235546 -3.038233
40 C -4.953355 -0.794371 -3.019700
41 H -5.315735 -1.088131 -4.005520
42 C -5.585129 0.240279 -2.325573
43 H -6.445612 0.752969 -2.759782
44 C -5.113524 0.607708 -1.060831
45 H -5.593680 1.419938 -0.514884
46 C -4.021797 -0.060530 -0.496429
47 H -3.651545 0.260745 0.479560
48 C -1.194602 -3.116377 -1.727727
49 C -0.335356 -2.782073 -2.786710
50 H 0.113403 -1.789649 -2.843691
51 C -0.032250 -3.720727 -3.781221
52 H 0.610656 -3.438929 -4.613527
53 C -0.538446 -5.019986 -3.718540
54 H -0.292609 -5.749552 -4.493587
55 C -1.359655 -5.370716 -2.645350
56 H -1.742513 -6.387584 -2.577405
57 C -1.683895 -4.430693 -1.657598
58 H -2.314803 -4.738591 -0.824372
59 H -7.235288 -7.109042 2.221047
60 Cl -2.166995 -2.693698 1.314652
61 C 4.257730 -0.754339 1.789878
62 O 3.051748 -0.358964 2.486868
63 C 1.928961 -0.466141 1.747073
64 O 1.868962 -1.014669 0.640664
65 N 0.907581 0.159177 2.405574
66 N -0.414167 0.135981 1.833182
67 H 5.032152 -0.034821 2.054166
68 H 4.076653 -0.764969 0.712267
69 H 4.549673 -1.742784 2.148688
70 H 1.012602 0.186567 3.414836
71 H -1.018379 -0.508804 2.354789
72 H -0.788733 1.076901 2.002120

Cartesian forces (eV/Å) of the 2 atoms listed first:
C -0.759 0.223 -0.046
C -1.039 0.109 0.001

Results
- Energy relative to the best compared isomer or geometry (same formula, charge and spin): 0.00 kcal per mole
- Expectation value of S²: 2.016
- Spin multiplicity: 3

Löwdin atomic charge list, values in e, 8 entries: atom 1 (C): -0.135, atom 2 (C): -0.118, atom 3 (C): -0.213, atom 4 (H): 0.106, atom 5 (C): -0.211, atom 6 (C): -0.161, atom 7 (H): 0.098, atom 8 (H): 0.100

=====

energy relative to the best compared isomer or geometry (same formula, charge and spin) of number 3 (C31H33ClN2NiO2Si2)? 0.00 kcal per mole

=====

Which formula does entry 3 have? C31H33ClN2NiO2Si2